No. 1
{
  "formula": "C6H28N2O6",
  "method": "ωB97M-V with the def2-TZVPD basis set",
  "total_energy_ha": -806.26222,
  "smiles": "CCNC[C@@H](N)CC.O.O.O.O.O.O",
  "homo_lumo_gap_ev": 8.55,
  "elements": ["C", "N", "C", "C", "C", "N", "C", "C", "H", "H", "H", "H", "H", "H", "H", "H", "H", "H", "H", "H", "H", "H", "H", "H", "H", "H", "O", "H", "H", "O", "H", "H", "O", "H", "H", "O", "H", "H", "O", "H", "H", "O"],
  "coordinates": [[0.811, 1.587, -0.848], [0.251, 1.008, 0.412], [-0.565, 2.017, 1.118], [-1.509, 2.883, 0.281], [2.247, 1.078, -1.115], [3.047, 0.890, 0.067], [2.318, -1.473, -1.670], [2.448, -0.032, -2.145], [0.966, 2.636, -0.585], [0.100, 1.367, -1.636], [-0.166, 0.138, 0.168], [-1.254, 1.430, 1.737], [0.119, 2.553, 1.765], [-2.368, 2.399, -0.191], [-1.883, 3.785, 0.788], [-0.992, 3.384, -0.541], [2.747, 1.917, -1.651], [2.687, 1.245, 0.929], [3.473, -0.011, 0.162], [2.753, -2.215, -2.350], [2.990, -1.717, -0.835], [1.338, -1.829, -1.347], [1.703, 0.037, -2.962], [3.350, 0.101, -2.735], [-2.406, -2.665, 0.501], [-1.432, -3.137, 1.530], [-2.215, -2.584, 1.442], [-0.429, -1.416, 2.916], [-0.303, -0.682, 4.059], [0.327, -1.061, 3.413], [-1.782, 0.923, 4.002], [-2.770, -0.277, 3.610], [-2.042, 0.017, 4.158], [-1.118, 0.127, -4.318], [-1.545, -1.064, -3.451], [-0.897, -0.787, -4.107], [-3.824, -1.599, -1.351], [-2.489, -1.596, -0.660], [-2.991, -2.086, -1.326], [0.991, -2.008, 1.363], [0.189, -1.215, 0.474], [0.124, -2.070, 0.927]],
  "forces_ev_per_a": [[0.890, -1.061, 2.118], [0.825, 1.643, -0.994], [-1.391, -1.887, -0.049], [0.406, 1.556, -0.781], [0.982, 0.979, -1.314], [0.478, 0.052, -0.143], [1.328, -0.987, 0.803], [-1.383, -1.143, -0.959], [-0.436, 0.062, -0.665], [0.264, 0.608, -0.674], [-1.222, 0.258, 0.142], [0.396, 0.092, 0.484], [-0.104, 0.487, -0.020], [0.155, -0.414, 0.368], [-0.073, -0.586, 0.541], [0.194, -0.295, -0.161], [-0.619, -0.004, 0.093], [-0.374, -0.147, 0.203], [-0.148, -0.211, 0.171], [-0.600, 0.339, -0.636], [-0.193, 0.483, 0.373], [-0.084, 0.300, -0.314], [-0.088, 0.463, 0.488], [0.580, 0.018, 0.535], [-0.310, -0.486, 0.301], [0.098, 0.229, 0.123], [-0.948, -0.229, 0.130], [0.774, -0.347, -0.814], [0.989, 0.231, 0.417], [-1.392, 0.002, 0.497], [-0.427, 0.270, -0.441], [-0.068, 0.386, -0.315], [0.139, -0.475, 0.892], [-0.025, -0.079, 0.008], [-0.069, -0.080, 0.032], [0.063, 0.117, 0.046], [-0.060, -0.216, -0.092], [0.121, 0.241, -0.330], [0.035, 0.458, 0.052], [-0.169, -0.461, 0.232], [-0.264, -0.655, 0.166], [1.730, 0.489, -0.509]],
  "lowdin_charge": [-0.15, -0.07, -0.26, -0.11, -0.40, 0.05, -0.11, -0.21, 0.11, 0.11, 0.05, 0.09, 0.11, 0.07, 0.08, 0.05, 0.12, 0.06, 0.05, 0.08, 0.06, 0.06, 0.10, 0.10, -0.01, 0.03, -0.07, 0.00, 0.01, -0.10, 0.04, 0.06, -0.04, 0.03, 0.01, -0.06, 0.06, 0.02, -0.04, 0.07, 0.00, -0.08]
}

---

No. 2
{
  "formula": "C6H28NO8",
  "method": "ωB97M-V with the def2-TZVPD basis set",
  "total_energy_ha": -902.10121,
  "homo_lumo_gap_ev": 8.72,
  "total_charge": -1,
  "elements": ["C", "N", "C", "C", "C", "O", "C", "C", "H", "H", "H", "H", "H", "H", "H", "H", "H", "H", "H", "H", "H", "H", "H", "H", "O", "H", "H", "O", "H", "H", "O", "H", "H", "O", "H", "H", "O", "H", "H", "O", "H", "H", "O"],
  "coordinates": [[0.637, -0.513, -1.542], [-0.097, 0.708, -1.784], [-1.465, 0.666, -1.258], [-1.808, 1.847, -0.359], [-1.179, 1.627, 1.021], [0.191, 1.381, 0.900], [2.197, -0.351, -1.695], [2.956, 0.885, -2.240], [0.524, -0.815, -0.492], [0.359, -1.361, -2.171], [0.421, 1.544, -1.581], [-2.130, 0.706, -2.148], [-1.766, -0.346, -0.982], [-1.429, 2.741, -0.860], [-2.893, 1.957, -0.295], [-1.288, 2.457, 1.744], [-1.797, 0.814, 1.442], [2.531, -0.407, -0.657], [2.501, -1.193, -2.316], [3.966, 0.592, -2.528], [3.104, 1.653, -1.483], [2.447, 1.302, -3.108], [1.384, 0.380, -4.028], [0.044, -0.149, -3.975], [0.842, -0.251, -4.512], [2.796, 1.104, 3.107], [3.922, 1.664, 2.082], [3.721, 1.477, 2.998], [-2.342, -1.482, -2.758], [-2.753, -2.231, -1.463], [-3.020, -2.035, -2.360], [-3.451, -1.584, 1.920], [-3.271, -1.468, 0.515], [-3.967, -1.271, 1.157], [1.072, 0.833, 3.796], [0.546, 1.200, 1.834], [1.278, 0.413, 2.953], [-0.635, -1.913, 3.034], [-1.239, -0.536, 3.237], [-1.457, -1.468, 3.339], [0.886, -2.024, 1.575], [1.279, -1.286, 2.841], [1.071, -2.199, 2.505]],
  "forces_ev_per_a": [[1.621, 0.927, 0.630], [-0.605, -1.216, -0.914], [-0.568, 0.751, -2.248], [0.343, -0.433, 0.435], [-0.446, 0.614, 0.234], [-0.349, -0.052, -0.047], [0.015, 0.004, 0.473], [-0.776, -0.215, 0.043], [-0.328, -0.092, -0.064], [-0.466, 0.243, -0.188], [-0.052, -0.065, 0.652], [-0.027, 0.577, 0.142], [0.621, 0.092, 1.286], [0.103, 0.086, 0.078], [0.031, -0.057, 0.176], [-0.495, 0.168, -0.499], [0.525, -0.340, 0.150], [0.451, -0.648, -0.221], [0.313, -0.175, 0.443], [-0.099, -0.159, -0.178], [-0.398, 0.157, -0.025], [0.325, 0.456, 0.004], [0.304, -0.075, -0.260], [-0.163, -0.092, -0.121], [-0.273, 0.140, 0.007], [0.342, -0.062, -1.059], [-0.513, -0.166, -0.156], [0.380, 0.167, 0.930], [0.119, -0.023, 0.224], [0.264, -0.008, 0.057], [-0.441, -0.191, -0.435], [-0.389, 0.307, 0.575], [-0.422, 0.388, -0.460], [0.972, -0.581, 0.104], [-0.133, -0.233, 0.078], [0.507, -0.652, -0.279], [-0.148, 0.324, 0.625], [-0.045, 0.134, 0.216], [0.170, 0.029, 0.025], [-0.330, -0.181, -0.259], [0.137, -0.040, -0.010], [0.015, 0.464, -0.010], [-0.093, -0.274, -0.156]],
  "lowdin_charge": [-0.25, -0.08, -0.24, -0.16, -0.30, -0.12, -0.21, -0.10, 0.09, 0.10, 0.10, 0.10, 0.08, 0.11, 0.11, 0.12, 0.10, 0.10, 0.10, 0.07, 0.07, 0.05, -0.02, 0.01, -0.07, -0.03, -0.01, -0.13, 0.02, 0.02, -0.05, 0.02, 0.00, -0.07, -0.02, 0.02, -0.36, 0.00, 0.01, -0.09, 0.02, 0.00, -0.11]
}

---

No. 3
{
  "formula": "C6H28NO9",
  "method": "ωB97M-V with the def2-TZVPD basis set",
  "total_energy_ha": -977.05667,
  "homo_lumo_gap_ev": 10.20,
  "total_charge": 1,
  "elements": ["C", "O", "C", "C", "C", "C", "C", "N", "H", "H", "H", "H", "H", "H", "H", "H", "H", "H", "H", "H", "H", "H", "O", "H", "H", "O", "H", "H", "O", "H", "H", "O", "H", "H", "O", "H", "H", "O", "H", "H", "O", "H", "H", "O"],
  "coordinates": [[0.688, 1.741, 2.443], [1.554, 0.594, 2.362], [1.056, 2.633, 1.276], [0.068, 2.553, 0.079], [-0.224, 1.183, -0.436], [-1.358, 0.849, -1.009], [0.896, -0.789, 0.480], [0.880, 0.219, -0.348], [-0.322, 1.394, 2.406], [0.801, 2.183, 3.446], [1.727, 0.141, 3.247], [1.128, 3.664, 1.630], [2.079, 2.462, 0.902], [-0.884, 3.028, 0.355], [0.470, 3.169, -0.815], [-1.576, -0.122, -1.439], [-2.138, 1.497, -1.146], [0.037, -0.996, 1.165], [1.757, -1.463, 0.549], [1.723, 0.411, -0.997], [-2.282, -1.146, 1.638], [-2.341, -0.979, 3.189], [-1.973, -0.629, 2.378], [-0.669, -0.372, -4.434], [0.236, -0.293, -3.289], [-0.650, -0.273, -3.502], [2.974, 0.590, 1.194], [4.328, 0.654, 0.559], [3.404, 0.453, 0.409], [1.885, -1.377, -2.464], [2.671, -0.376, -3.280], [1.916, -0.439, -2.747], [-3.000, 0.726, 1.671], [-3.586, 2.025, 0.974], [-3.511, 1.013, 0.937], [-1.481, -2.214, -0.313], [-0.991, -3.603, -0.075], [-0.683, -2.747, -0.249], [0.808, -2.840, -1.205], [1.669, -3.676, -2.114], [1.615, -2.827, -1.611], [-3.870, -1.934, -0.139], [-3.236, -0.500, 0.038], [-3.026, -1.472, 0.044]],
  "forces_ev_per_a": [[0.927, -0.260, 0.796], [0.825, -1.438, 2.092], [-0.047, 0.890, -0.675], [0.971, 1.486, -0.821], [0.218, -0.525, 0.205], [1.231, -2.152, -0.163], [-0.646, 1.178, -0.214], [0.408, -0.859, 0.128], [-0.866, -0.194, -0.287], [0.199, 0.257, -0.534], [-0.645, 1.163, -1.599], [-0.377, 0.062, -0.138], [-0.390, -0.371, 0.362], [0.195, -0.185, -0.125], [-0.425, -0.747, 1.493], [0.537, 0.058, 0.063], [-1.542, 1.859, -0.018], [0.834, 0.551, -0.922], [-0.274, 0.484, -0.404], [-1.426, -0.740, 1.250], [-0.538, -0.816, -0.391], [-0.149, -0.293, 0.109], [0.861, 0.876, 0.742], [-0.232, -0.147, -1.347], [3.384, 0.037, 0.831], [-3.481, 0.093, 0.107], [-1.816, 0.602, 3.444], [0.207, -0.003, -0.056], [2.232, -0.591, -3.501], [-0.086, -0.131, 0.211], [1.690, 0.357, -1.278], [-1.027, -0.098, 1.002], [1.014, -0.323, 1.524], [0.151, -2.425, -0.057], [-1.472, 2.992, -1.374], [-0.583, 0.397, -0.187], [-0.590, -2.058, 0.447], [1.030, 1.250, -0.291], [-3.881, -0.010, 1.791], [0.050, 1.082, 0.595], [3.992, -1.309, -2.607], [0.667, 0.396, 0.171], [-0.080, -0.602, -0.063], [-1.048, 0.208, -0.316]],
  "lowdin_charge": [-0.20, -0.14, -0.15, -0.12, -0.28, 0.08, 0.10, 0.09, 0.09, 0.13, 0.16, 0.12, 0.11, 0.12, 0.16, 0.07, 0.06, 0.11, 0.12, 0.17, -0.01, 0.08, -0.04, 0.04, -0.07, -0.01, -0.06, 0.07, -0.01, 0.02, 0.05, -0.04, -0.02, 0.12, -0.07, 0.01, 0.05, -0.02, -0.06, 0.11, -0.02, 0.11, 0.04, -0.08]
}

---

Energy above the lowest of the compared OMol25 structures with the same formula, charge and spin (computed, kJ/mol): 327.5 228.1 243.2
LUMO (computed, eV): -0.01 2.81 -2.43